Record 1
13
Properties=species:S:1:pos:R:3 method="wB97M-V/def2-TZVPD" smiles="C=CC(=C)P(=O)([O-])[O-]" molar_mass_da=132.1 total_charge=-2 de_lowest_ev=0.418
C 1.858 -1.197 -0.351
C 0.868 -0.804 0.492
C 0.104 0.378 0.213
C 0.361 1.655 0.029
P -2.066 -0.009 -0.035
O -2.672 1.076 -0.875
O -2.020 -1.426 -0.606
O -2.346 0.036 1.450
H 2.190 -2.140 -0.242
H 2.360 -0.504 -1.058
H 0.476 -1.456 1.124
H -0.521 2.394 -0.210
H 1.408 1.997 0.071

Record 2
11
Properties=species:S:1:pos:R:3 method="wB97M-V/def2-TZVPD" molar_mass_da=116.1 de_lowest_ev=2.804
C 0.530 0.462 1.065
C -0.479 0.143 0.300
C 1.552 -0.057 0.003
C 0.309 -0.305 -0.939
P -3.051 -0.081 1.052
S -4.162 0.335 -0.451
H 0.696 0.910 2.092
H 2.224 0.624 -0.343
H 2.043 -1.030 0.305
H 0.094 -1.414 -1.319
H 0.244 0.413 -1.764

Record 3
10
Properties=species:S:1:pos:R:3 method="wB97M-V/def2-TZVPD" molar_mass_da=54.1 de_lowest_ev=6.331
C 0.195 -0.125 0.171
C 2.164 0.023 -0.170
C -1.153 -0.814 -0.133
C -1.034 0.718 0.005
H 2.475 0.904 0.368
H 2.591 -0.774 0.292
H -1.138 -1.150 -1.157
H -1.599 -1.383 0.745
H -1.398 1.324 0.942
H -1.103 1.277 -1.064

Record 4
10
Properties=species:S:1:pos:R:3 method="wB97M-V/def2-TZVPD" smiles=C#CCC molar_mass_da=54.1 de_lowest_ev=1.710
C -1.915 -0.180 0.066
C -0.813 0.193 -0.086
C 0.697 0.784 0.018
C 1.423 -0.621 0.018
H -2.836 -0.814 -0.049
H 0.959 1.469 0.907
H 0.907 1.371 -0.857
H 1.332 -1.222 0.905
H 0.820 -1.296 -0.683
H 2.466 -0.557 -0.315